Record 1
94
Properties=species:S:1:pos:R:3:lowdin_charge:R:1 method="wB97M-V/def2-TZVPD" total_charge=+1 homo_lumo_gap_ev=7.7 max_force_ev_per_a=1.47 spin_multiplicity=1 e_lumo_ev=-3.587 e_homo_ha=-0.41421 energy_ha=-6106.52635
C -3.74 1.55 -2.12 0.026
C -3.58 1.00 -0.90 -0.196
C -2.25 0.72 -0.25 -0.210
C -1.06 0.49 -1.23 -0.053
C -0.58 -0.94 -1.33 -0.334
C 0.57 -1.15 -2.36 -0.075
C 1.27 0.11 -2.84 -0.813
O 0.82 0.80 -3.68 0.051
Br 3.01 0.54 -2.09 0.764
N -1.65 -1.81 -1.71 0.139
C -2.39 -1.60 -2.66 -0.388
O -3.10 -1.41 -3.55 0.215
N -0.12 -1.38 0.11 -0.065
C -0.05 -2.87 0.23 -0.035
C -0.20 -3.48 1.62 -0.177
O 0.49 -4.72 1.51 -0.025
C 0.82 -5.32 2.72 -0.492
C 1.87 -4.65 3.56 0.032
O 0.32 -6.36 3.01 0.173
N 1.24 -0.85 0.17 0.146
C 1.92 -1.15 1.15 -0.229
O 2.59 -1.34 2.07 0.268
C -0.82 -0.59 1.20 -0.066
C -2.30 -0.23 1.02 -0.408
N -2.77 0.64 2.09 -0.040
C -1.93 1.45 2.95 -0.233
C -2.06 2.97 2.65 -0.165
C -0.75 3.57 2.10 -0.265
C -0.97 4.76 1.14 -0.090
C -3.26 -1.46 1.08 -0.586
I -4.60 -2.08 -0.44 1.187
C -3.40 -2.22 2.19 -0.772
C -4.31 -3.42 2.34 -0.253
I -2.40 -1.88 4.03 1.111
H -2.97 2.20 -2.53 0.073
H -4.60 1.34 -2.75 0.073
H -4.47 0.80 -0.30 0.068
H -1.97 1.68 0.19 0.134
H -1.24 0.92 -2.22 0.123
H -0.21 1.05 -0.83 0.129
H 0.12 -1.54 -3.28 0.130
H 1.29 -1.91 -2.06 0.117
H -0.81 -3.33 -0.41 0.138
H 0.90 -3.23 -0.18 0.148
H 0.26 -2.88 2.41 0.082
H -1.24 -3.69 1.86 0.102
H 2.86 -4.85 3.16 0.105
H 1.75 -3.57 3.63 0.066
H 1.80 -5.07 4.56 0.100
H -0.31 0.37 1.21 0.122
H -0.62 -0.99 2.19 0.059
H -3.71 0.45 2.40 0.120
H -2.24 1.30 3.98 0.095
H -0.87 1.21 2.93 0.090
H -2.83 3.12 1.89 0.100
H -2.30 3.50 3.58 0.115
H -0.09 3.86 2.92 0.074
H -0.21 2.79 1.54 0.079
H -2.03 5.00 1.06 0.068
H -0.44 5.66 1.48 0.070
H -0.58 4.54 0.15 0.064
H -4.20 -3.87 3.32 0.035
H -5.35 -3.11 2.24 0.065
H -4.08 -4.19 1.60 0.063
O 1.30 0.06 -9.69 -0.270
S 2.60 0.19 -9.10 0.571
O 3.44 -0.96 -8.97 -0.273
O 2.43 0.88 -7.67 -0.259
C 1.51 0.25 -6.75 -0.248
C 2.06 -1.03 -6.16 -0.066
C 3.49 1.49 -9.87 -0.119
H 0.55 0.08 -7.25 0.120
H 1.35 0.99 -5.97 0.099
H 2.18 -1.80 -6.92 0.075
H 1.37 -1.41 -5.40 0.059
H 3.04 -0.86 -5.71 0.089
H 2.85 2.37 -9.94 0.077
H 3.76 1.14 -10.86 0.080
H 4.38 1.70 -9.29 0.077
O 1.08 0.57 5.16 -0.294
S 1.45 1.93 5.45 0.573
O 0.74 2.99 4.81 -0.275
O 3.01 2.09 5.17 -0.246
C 3.48 1.66 3.88 -0.242
C 3.10 2.61 2.76 -0.057
C 1.50 2.20 7.18 -0.108
H 3.10 0.65 3.69 0.088
H 4.56 1.60 3.97 0.128
H 2.02 2.66 2.61 0.048
H 3.56 2.28 1.82 0.081
H 3.44 3.62 2.98 0.093
H 2.05 1.40 7.65 0.081
H 0.46 2.21 7.53 0.082
H 1.96 3.17 7.37 0.083

---

Record 2
82
Properties=species:S:1:pos:R:3:lowdin_charge:R:1 method="wB97M-V/def2-TZVPD" total_charge=+2 homo_lumo_gap_ev="5.7 / 5.6" relative_energy_ev=1.2106 max_force_ev_per_a=2.34 spin_multiplicity=1 e_lumo_ev="-6.338 / -6.203" e_homo_ha="-0.44129 / -0.43221" energy_ha=-4943.86783
N -4.95 5.51 -3.19 0.067
C -4.55 5.87 -1.96 -0.120
C -3.43 5.31 -1.34 -0.016
C -2.69 4.30 -2.00 -0.236
C -3.11 3.95 -3.31 0.001
C -4.26 4.57 -3.84 -0.118
C -1.68 3.55 -1.31 -0.228
Sr 0.60 3.26 -0.10 1.366
P 4.37 1.02 0.01 0.983
C -0.95 2.53 -1.95 -0.270
C -1.00 1.13 -1.56 -0.282
C -0.42 0.12 -2.38 -0.034
C -0.29 -1.17 -1.96 -0.145
C -0.66 -1.56 -0.59 -0.691
C -1.46 -0.56 0.12 -0.169
C -1.61 0.73 -0.34 -0.058
Br 1.23 -1.72 0.45 0.724
H -1.70 3.71 -0.19 0.037
H -0.42 2.73 -2.90 0.129
H -3.16 5.63 -0.33 0.114
H -2.62 3.17 -3.88 0.106
H -5.14 6.63 -1.45 0.117
H -4.64 4.28 -4.83 0.116
H -0.06 0.41 -3.37 0.132
H -2.22 1.46 0.21 0.124
H 0.22 -1.91 -2.58 0.102
H -1.82 -0.81 1.12 0.095
P -1.34 -3.28 -0.43 0.984
C 3.03 2.22 0.22 -0.569
C 3.48 3.69 0.14 -0.182
H 2.56 2.00 1.20 0.051
H 2.38 1.93 -0.65 0.021
H 2.73 4.42 0.54 0.044
H 4.37 3.86 0.75 0.090
H 3.75 3.98 -0.88 0.096
C 3.76 0.04 -1.44 -0.455
C 4.52 -1.25 -1.74 -0.145
H 3.82 0.73 -2.30 0.082
H 2.70 -0.19 -1.24 0.001
H 4.20 -1.65 -2.71 0.077
H 5.61 -1.08 -1.80 0.078
H 4.34 -2.04 -1.00 0.062
C 4.08 -0.14 1.44 -0.457
C 5.34 -0.54 2.19 -0.156
H 3.54 -1.02 1.05 -0.037
H 3.38 0.36 2.12 0.046
H 5.10 -1.30 2.94 0.074
H 6.12 -0.96 1.54 0.074
H 5.76 0.32 2.72 0.072
C -1.37 -3.58 1.35 -0.357
C -1.53 -5.04 1.74 -0.108
H -2.16 -2.95 1.78 0.083
H -0.42 -3.18 1.74 0.026
H -2.56 -5.39 1.58 0.087
H -0.84 -5.69 1.19 0.067
H -1.31 -5.14 2.81 0.091
C -0.17 -4.39 -1.23 -0.324
C -0.34 -4.62 -2.73 -0.116
H -0.24 -5.35 -0.71 0.090
H 0.83 -3.99 -1.01 0.058
H -1.10 -5.38 -2.92 0.088
H -0.61 -3.71 -3.28 0.063
H 0.61 -4.99 -3.14 0.093
C -3.00 -3.40 -1.12 -0.299
C -4.09 -2.65 -0.35 -0.111
H -3.23 -4.47 -1.17 0.114
H -2.92 -3.04 -2.15 0.107
H -3.98 -1.56 -0.45 0.072
H -5.06 -2.93 -0.76 0.093
H -4.09 -2.91 0.71 0.072
S -0.50 3.48 2.50 0.578
C -0.07 1.94 3.14 -0.804
N 1.11 1.63 3.75 0.030
C 0.89 0.60 4.77 -0.116
C -0.50 0.07 4.46 -0.117
N -0.94 0.93 3.35 0.038
H 1.80 2.36 3.90 0.151
H 0.93 1.04 5.77 0.135
H 1.65 -0.18 4.71 0.124
H -1.18 0.18 5.31 0.135
H -0.48 -0.97 4.15 0.117
H -1.91 1.02 3.08 0.148

---

Record 3
86
Properties=species:S:1:pos:R:3:lowdin_charge:R:1 method="wB97M-V/def2-TZVPD" total_charge=+2 homo_lumo_gap_ev="8.1 / 4.8" relative_energy_ev=0.3039 max_force_ev_per_a=0.73 spin_multiplicity=5 e_lumo_ev="-5.025 / -8.274" e_homo_ha="-0.48171 / -0.48183" energy_ha=-5632.15049
Rh -1.32 0.97 -1.02 0.698
C -6.32 1.57 -0.91 -0.023
C -5.59 2.11 -1.96 -0.026
C -4.23 1.90 -2.00 -0.145
N -3.58 1.20 -1.05 -0.070
C -4.29 0.68 -0.04 -0.122
C -5.66 0.85 0.07 -0.026
H -7.39 1.72 -0.85 0.126
H -6.07 2.67 -2.75 0.123
H -3.64 2.30 -2.81 0.077
H -3.74 0.11 0.70 0.087
H -6.19 0.40 0.90 0.122
C -0.31 -0.32 -4.29 -0.352
S -1.49 0.87 -3.63 0.766
C -0.94 2.36 -4.49 -0.336
H 0.71 -0.03 -4.05 0.029
H -0.45 -0.36 -5.37 0.060
H -0.54 -1.29 -3.87 0.011
H -1.15 2.22 -5.55 0.059
H 0.12 2.53 -4.33 0.023
H -1.52 3.20 -4.11 0.044
N 6.23 2.12 1.73 0.154
C 5.19 2.27 0.88 -0.293
C 4.22 3.28 1.10 -0.004
C 3.17 3.43 0.23 -0.050
C 3.04 2.57 -0.87 -0.328
C 3.98 1.56 -1.09 -0.065
C 5.05 1.42 -0.24 -0.016
S 1.76 2.75 -1.99 0.628
O 1.65 4.10 -2.47 -0.329
O 1.76 1.65 -2.90 -0.296
N 0.35 2.51 -1.04 -0.119
C -0.40 3.51 -0.68 -0.659
S -0.16 5.25 -0.91 1.178
C -1.62 5.50 -0.10 -0.303
C -2.25 4.29 0.25 -0.161
N -1.58 3.20 -0.06 0.002
H 6.39 2.79 2.46 0.114
H 6.97 1.49 1.52 0.115
H 4.33 3.95 1.94 0.124
H 2.46 4.24 0.39 0.108
H 3.88 0.91 -1.96 0.119
H 5.80 0.67 -0.43 0.126
H -2.00 6.50 0.06 0.095
H -3.22 4.22 0.74 0.135
C 2.69 -2.39 1.63 -0.070
C 1.72 -1.55 0.77 -0.606
C 1.81 -0.10 1.27 -0.087
C 2.21 -1.56 -0.69 -0.096
Si -0.01 -2.28 0.98 0.628
Br -1.18 -1.49 -0.99 0.600
C -0.17 -4.15 0.69 -0.631
C 0.21 -4.86 2.01 -0.071
C 0.78 -4.61 -0.43 -0.091
C -1.59 -4.60 0.29 -0.104
C -1.03 -1.53 2.39 -0.614
C -0.30 -1.83 3.71 -0.067
C -2.44 -2.16 2.45 -0.092
C -1.20 0.00 2.29 -0.108
H 3.68 -1.92 1.62 0.098
H 2.81 -3.41 1.26 0.072
H 2.38 -2.45 2.68 0.079
H 2.82 0.28 1.07 0.079
H 1.63 -0.01 2.34 0.075
H 1.11 0.57 0.75 0.051
H 3.28 -1.30 -0.69 0.089
H 1.70 -0.81 -1.30 0.048
H 2.11 -2.52 -1.18 0.065
H 1.20 -4.58 2.39 0.075
H 0.23 -5.94 1.82 0.102
H -0.52 -4.69 2.80 0.074
H 1.83 -4.45 -0.20 0.068
H 0.55 -4.12 -1.39 0.076
H 0.64 -5.68 -0.57 0.100
H -2.34 -4.39 1.04 0.063
H -1.56 -5.69 0.16 0.099
H -1.92 -4.17 -0.66 0.049
H -0.19 -2.90 3.90 0.074
H -0.88 -1.42 4.55 0.104
H 0.69 -1.38 3.75 0.071
H -2.40 -3.21 2.73 0.075
H -2.98 -2.09 1.50 0.064
H -3.02 -1.65 3.21 0.096
H -0.30 0.54 2.60 0.070
H -2.01 0.31 2.95 0.099
H -1.46 0.34 1.29 -0.006